Computed, not measured: a 2-piece molecular cluster, C6H14N5 overall, with ωB97M-V/def2-TZVPD.

Output
net charge: +1
relative energy (zero: lowest compared OMol25 entry of this formula, charge and spin): 14.78 kcal/mol
HOMO energy: -0.4318 Eh
total energy: -510.59457 Ha
HOMO-LUMO gap: 8.65 eV
E_LUMO: -3.104 eV
multiplicity: 1

```
25
Properties=species:S:1:pos:R:3:mulliken_charge:R:1
C 1.9496 0.1469 -1.7114 -0.705
C 0.5839 1.9992 -0.9086 0.476
N 0.8745 1.1171 -1.8356 -0.084
N -0.0997 3.1638 -1.2005 -0.551
N 0.9333 1.7856 0.3499 -0.300
H 0.5200 1.2461 -2.7698 0.266
H 0.3435 3.8096 -1.8380 0.263
H -1.0877 3.0842 -1.4053 0.270
H 0.8825 0.8624 0.7963 0.241
H 0.7136 2.5970 0.9133 0.317
H 2.5908 0.4443 -0.8846 0.351
H 2.6540 0.1635 -2.5481 0.388
H 1.6193 -0.8644 -1.5034 0.067
C -1.0501 -0.2824 2.5894 -1.399
C -0.0297 -2.4342 -0.0616 -0.292
C -1.0226 -1.2610 1.4585 0.851
C -1.9098 -2.1995 1.0375 -0.642
N 0.1703 -1.4558 0.7822 -0.493
N -1.2694 -2.9526 0.0916 -0.028
H 0.5677 -2.6670 -0.9205 0.382
H -1.6843 -3.6762 -0.4708 0.198
H -2.9038 -2.4487 1.3807 0.409
H -0.0615 -0.2024 3.0072 0.358
H -1.7574 -0.6292 3.3569 0.387
H -1.5271 0.6537 2.2947 0.273
```

Computed, not measured: an isolated ion of composition C6H14N5O and charge +1, with ωB97M-V/def2-TZVPD.

Output
net charge: +1
relative energy (zero: lowest compared OMol25 entry of this formula, charge and spin): 15.66 kcal/mol
HOMO energy: -0.4827 Eh
total energy: -585.80313 Ha
HOMO-LUMO gap: 10.61 eV
E_LUMO: -2.521 eV
multiplicity: 1
SMILES: NCCOC(N)=[N+]=C1NCCN1

```
26
Properties=species:S:1:pos:R:3:mulliken_charge:R:1
N -2.1068 -1.0516 -1.3183 -0.519
C -1.9269 0.3931 -1.5784 -0.631
C -1.5675 1.0279 -0.1551 -0.205
O -1.8291 0.1391 0.8665 -0.483
C -1.1371 -0.9861 1.0117 0.801
N -1.7188 -1.8712 1.8384 -0.399
N 0.1057 -1.1875 0.6841 -0.471
C 1.0779 -0.3202 0.3655 0.114
N 1.9325 -0.4512 -0.6781 -0.134
C 3.1343 0.3951 -0.3402 -0.395
C 2.5180 1.4364 0.6729 -0.583
N 1.3730 0.7070 1.2307 -0.113
H -3.0953 -1.1385 -1.1630 0.221
H -1.6982 -1.6016 -2.0866 0.226
H -2.6446 1.0124 -2.1218 0.349
H -1.0341 0.3702 -2.1169 0.333
H -0.5451 1.4243 -0.0799 0.110
H -2.2022 1.8308 0.0916 0.468
H -2.7334 -1.7571 1.8192 0.259
H -1.3712 -2.7416 1.8277 0.241
H 1.8719 -1.1811 -1.3040 0.193
H 3.6029 0.8507 -1.2222 0.330
H 3.8639 -0.2471 0.2748 0.286
H 3.2283 1.7014 1.3454 0.430
H 2.1746 2.3081 0.1430 0.290
H 0.7271 0.9381 1.9930 0.283
```

Computed, not measured: C6H14NO as an isolated structure, with ωB97M-V/def2-TZVPD.

Output
net charge: -1
relative energy (zero: lowest compared OMol25 entry of this formula, charge and spin): 134.06 kcal/mol
HOMO energy: -0.0999 Eh
total energy: -366.78802 Ha
HOMO-LUMO gap: 6.64 eV
E_LUMO: 3.925 eV
multiplicity: 1

```
22
Properties=species:S:1:pos:R:3:mulliken_charge:R:1
C 0.2512 -1.5142 0.2758 -0.183
C -0.5220 -0.6906 1.3719 -0.364
C -2.0398 -0.6796 1.0837 -0.788
O -2.3228 -0.5580 -0.2433 -0.801
C 1.0399 -0.6299 -0.7397 -0.475
N 2.8660 1.4364 0.1138 -0.611
C -0.7455 1.9657 -1.5287 -0.984
C 2.4374 0.1692 -0.1545 -0.110
H 1.1144 -2.0726 0.8575 0.180
H -0.6010 -2.1717 -0.0892 0.389
H -0.3852 -1.1041 2.4011 0.327
H -0.0834 0.4111 1.4595 0.182
H -2.3727 -1.7799 1.4809 0.232
H -2.5486 -0.1091 1.9201 0.257
H 0.6216 0.1986 -1.2509 -0.071
H 1.5870 -1.2696 -1.5974 0.233
H -0.9424 1.8874 -0.4472 0.163
H -0.8988 0.9783 -1.9372 0.260
H -1.4164 2.7294 -2.0316 0.277
H 1.6202 1.1480 0.2818 0.293
H 3.0120 -0.5735 0.4782 0.287
H 0.3290 2.2288 -1.7046 0.309
```

Computed, not measured: an isolated ion of composition C6H14NO and charge -1, with ωB97M-V/def2-TZVPD.

Output
net charge: -1
relative energy (zero: lowest compared OMol25 entry of this formula, charge and spin): 38.63 kcal/mol
HOMO energy: -0.0833 Eh
total energy: -366.94010 Ha
HOMO-LUMO gap: 5.96 eV
E_LUMO: 3.692 eV
multiplicity: 1
SMILES: CCCNCCC[O-]

```
22
Properties=species:S:1:pos:R:3:mulliken_charge:R:1
C 1.1083 -3.2789 -0.0880 -1.143
C 0.4119 -2.1073 -0.7059 -0.207
C 0.7552 -0.7880 0.1246 -0.813
N 0.1387 0.2507 -0.5979 -0.254
C -1.1527 0.7785 -0.0685 -0.660
C -1.2619 2.3277 -0.1049 -0.973
C -0.3077 2.9561 0.8979 -0.381
O 0.9527 2.7098 0.6573 -0.870
H 2.1765 -3.2464 -0.1842 0.346
H 0.7697 -4.1696 -0.7142 0.293
H 0.6652 -3.4030 0.9205 0.305
H -0.7416 -2.2099 -0.7645 0.230
H 0.9322 -1.8141 -1.6700 0.231
H 1.8674 -0.8405 0.1280 0.351
H 0.5715 -0.9419 1.1565 0.406
H 0.7454 1.0357 -0.6800 0.280
H -1.9467 0.2578 -0.6869 0.294
H -1.4651 0.4939 0.9274 0.306
H -0.7780 2.5549 -1.0781 0.279
H -2.2547 2.6438 -0.0649 0.549
H -0.5252 4.0706 0.6930 0.189
H -0.6611 2.7200 1.9026 0.241
```

> Look up the HOMO energy of the fourth one.

-0.0833 Eh